Entry 1:
9
Properties=species:S:1:pos:R:3 method="wB97M-V/def2-TZVPD" homo_lumo_gap_ev=9.446 homo_ev=-8.78 multiplicity=1 relative_energy_kcal_mol=71.2 smiles="C=C=C1CS1"
C 1.806 1.021 -0.051
C 0.517 0.651 -0.003
C -0.608 0.105 -0.078
C -1.331 -1.137 0.018
S -2.374 0.374 -0.040
H 2.142 1.225 0.873
H 2.453 1.289 -0.869
H -1.299 -1.782 -0.908
H -1.307 -1.747 1.058

=====

Entry 2:
59
Properties=species:S:1:pos:R:3 method="wB97M-V/def2-TZVPD" homo_lumo_gap_ev=9.316 homo_ev=-8.69 multiplicity=1 relative_energy_kcal_mol=10.3 smiles="CC[C@H](C(=O)N[C@H]1CCCCN(C(=O)c2sc(C)cc2Cl)CC1)N1CCCC1=O"
C -0.643 -2.771 -0.753
C 0.713 -2.146 -0.457
C 0.606 -0.646 -0.171
C 2.004 -0.034 0.006
O 2.877 -0.257 -0.815
N 2.177 0.793 1.060
C 3.483 1.387 1.343
C 3.689 2.584 0.410
C 5.066 3.261 0.387
C 6.277 2.316 0.382
C 6.871 2.034 1.763
N 6.004 1.316 2.684
C 6.187 0.052 3.192
O 5.591 -0.289 4.199
C 6.971 -0.977 2.438
S 7.733 -0.762 0.894
C 8.260 -2.386 0.809
C 9.031 -2.887 -0.370
C 7.881 -3.076 1.914
C 7.153 -2.276 2.838
Cl 6.609 -2.993 4.300
C 4.942 2.094 3.324
C 3.556 1.665 2.840
N -0.332 -0.318 0.890
C -1.416 0.630 0.680
C -1.982 0.863 2.089
C -1.549 -0.373 2.880
C -0.342 -0.902 2.127
O 0.474 -1.704 2.530
H -0.533 -3.824 -1.013
H -1.306 -2.715 0.113
H -1.137 -2.271 -1.590
H 1.182 -2.642 0.392
H 1.385 -2.250 -1.309
H 0.204 -0.167 -1.071
H 1.473 0.805 1.777
H 4.226 0.625 1.097
H 3.481 2.209 -0.594
H 2.920 3.332 0.635
H 5.096 3.868 -0.520
H 5.169 3.972 1.210
H 6.018 1.376 -0.113
H 7.080 2.764 -0.209
H 7.810 1.496 1.668
H 7.127 2.990 2.235
H 9.270 -3.940 -0.228
H 8.456 -2.787 -1.291
H 9.966 -2.339 -0.497
H 8.099 -4.120 2.084
H 4.997 1.967 4.404
H 5.134 3.140 3.099
H 2.828 2.436 3.118
H 3.282 0.745 3.362
H -1.031 1.546 0.228
H -2.167 0.213 0.001
H -1.548 1.765 2.521
H -3.062 0.999 2.067
H -1.272 -0.170 3.913
H -2.310 -1.155 2.892

=====

Entry 3:
42
Properties=species:S:1:pos:R:3 method="wB97M-V/def2-TZVPD" homo_lumo_gap_ev=8.449 homo_ev=-9.27 multiplicity=1 relative_energy_kcal_mol=206.2 smiles="CCOC(=O)CCCc1cccc2c1C(=O)N(N)C2=O.CO"
C -3.687 -1.942 2.341
C -2.765 -3.191 1.841
O -1.422 -2.793 1.463
C -1.388 -2.288 0.127
O -2.377 -2.248 -0.644
C 0.024 -1.727 -0.365
C -0.002 -1.063 -1.823
C -0.731 0.364 -1.716
C 0.098 1.590 -2.305
C -0.489 2.626 -3.333
C 0.371 3.833 -3.862
C 1.849 4.076 -3.381
C 2.397 3.059 -2.361
C 1.552 1.849 -1.853
C 2.533 1.080 -0.860
O 2.676 -0.122 -0.573
N 3.356 2.223 -0.349
N 2.771 3.003 0.637
C 3.790 2.940 -1.594
O 4.951 3.272 -1.895
H -3.744 -1.982 3.486
H -4.740 -2.125 1.931
H -3.240 -0.936 2.047
H -2.645 -3.856 2.780
H -3.307 -3.837 1.073
H 0.317 -0.896 0.385
H 0.843 -2.532 -0.342
H 1.026 -0.974 -2.317
H -0.609 -1.780 -2.497
H -1.106 0.604 -0.649
H -1.693 0.288 -2.351
H -1.555 2.536 -3.736
H -0.044 4.600 -4.612
H 2.496 4.939 -3.737
H 1.918 3.489 0.316
H 3.433 3.670 1.050
C 0.016 -2.760 4.305
O -1.014 -2.598 5.271
H -0.326 -3.454 3.539
H 0.242 -1.795 3.844
H 0.911 -3.164 4.785
H -0.687 -1.980 5.936

=====

Entry 4:
11
Properties=species:S:1:pos:R:3 method="wB97M-V/def2-TZVPD" homo_lumo_gap_ev=8.350 homo_ev=-8.56 multiplicity=1 relative_energy_kcal_mol=9.3
C -0.750 0.741 0.534
C 1.112 0.004 -0.146
C 0.138 -0.917 -0.735
H -2.556 1.107 0.898
H -2.025 -0.833 -0.146
N 0.436 1.064 0.531
N 2.399 -0.195 -0.206
N 3.562 -0.182 -0.199
N -1.035 -0.468 -0.066
O -1.729 1.555 0.979
O 0.447 -1.876 -1.445